No. 1
Computed, not measured: a 8-piece molecular cluster, C38H82F18N7O10PS4 overall in a non-equilibrium geometry, with wB97M-V/def2-TZVPD.

Output
ΔE to the lowest compared entry with this formula, charge and spin	150.5	kcal/mol
energy	-173166.897	eV
highest occupied orbital energy	-11.7504	eV
charge	+2

Atoms and positions in Å:
P (-0.00848, 0.56991, -0.13932)
F (1.61884, 0.71393, -0.29283)
F (0.21534, 0.16244, 1.43324)
F (-0.07519, 2.16571, 0.14832)
F (-1.59411, 0.35574, -0.03307)
F (-0.34371, 0.93535, -1.67902)
F (0.14709, -0.97707, -0.50392)
C (-4.66375, 2.03093, -3.75116)
N (-4.15528, 2.09214, -2.28493)
C (-4.09945, 0.70870, -1.60783)
C (-2.77228, 2.75429, -2.20309)
C (-5.08724, 2.99952, -1.53566)
C (-5.20027, 4.50222, -1.85842)
O (-5.51879, 4.74907, -3.23111)
H (-4.37530, 1.02705, -4.06276)
H (-4.15670, 2.78927, -4.34776)
H (-5.71938, 2.24893, -3.58916)
H (-5.06047, 0.21053, -1.47982)
H (-3.64706, 0.87030, -0.62941)
H (-3.60093, 0.07641, -2.34254)
H (-2.05095, 2.08096, -2.66610)
H (-2.46333, 3.05220, -1.20114)
H (-2.85214, 3.66432, -2.79771)
H (-4.72610, 2.71523, -0.54729)
H (-6.09498, 2.60349, -1.66101)
H (-4.22722, 4.99134, -1.81346)
H (-5.82455, 5.04079, -1.14545)
H (-5.61889, 5.69482, -3.36193)
C (-2.26491, -4.88232, 2.53692)
N (-1.30215, -3.77330, 2.10037)
C (-0.73093, -3.26974, 3.50258)
C (-0.22230, -4.20088, 1.09699)
C (-2.14851, -2.55799, 1.45577)
C (-2.74196, -2.76098, 0.04851)
O (-3.29840, -4.08331, -0.39816)
H (-2.95488, -4.43098, 3.24990)
H (-1.60254, -5.57532, 3.05567)
H (-2.73447, -5.31092, 1.65153)
H (-1.46767, -2.60591, 3.95493)
H (0.05781, -2.61752, 3.12764)
H (-0.49837, -4.06033, 4.21601)
H (-0.70689, -4.53366, 0.17910)
H (0.35453, -5.01688, 1.53231)
H (0.40759, -3.33673, 0.88583)
H (-1.47596, -1.70905, 1.33295)
H (-2.89888, -2.24812, 2.18312)
H (-1.99220, -2.45169, -0.67971)
H (-3.43937, -1.92332, 0.04171)
H (-2.82979, -4.25746, -1.21771)
C (0.40234, 5.54177, -1.54668)
C (1.90911, 5.32297, -1.36269)
C (2.40907, 4.23587, -2.31899)
N (3.84749, 3.90851, -2.10745)
C (3.93187, 3.13187, -0.72575)
C (4.52221, 3.23036, -3.36528)
C (6.00541, 3.51873, -3.41737)
C (6.13830, 4.75706, -2.45226)
C (4.71191, 5.21592, -2.07714)
H (0.24671, 5.91461, -2.55904)
H (-0.03701, 6.03296, -0.67847)
H (-0.00771, 4.53236, -1.57907)
H (2.05711, 5.00696, -0.33006)
H (2.25354, 6.33818, -1.55971)
H (2.24923, 4.44422, -3.37689)
H (1.99623, 3.23335, -2.20665)
H (3.66081, 3.79712, 0.09406)
H (5.02002, 3.07140, -0.70631)
H (3.42462, 2.16783, -0.76342)
H (4.40904, 2.14714, -3.32146)
H (4.10257, 3.64226, -4.28308)
H (6.60778, 2.71688, -2.99043)
H (6.42589, 3.81715, -4.37770)
H (6.53791, 4.48039, -1.47662)
H (6.67782, 5.56444, -2.94739)
H (4.42718, 5.62548, -1.10798)
H (4.47016, 6.01078, -2.78272)
C (3.90258, 3.25386, 2.82161)
C (3.02217, 2.91933, 4.03851)
C (1.55566, 2.72751, 3.57684)
N (0.46878, 2.32804, 4.60304)
C (0.41188, 3.28640, 5.85736)
C (0.72065, 0.85940, 5.02478)
C (-0.53711, 0.01264, 4.72175)
C (-1.62493, 0.99995, 4.45411)
C (-0.89506, 2.23455, 3.85868)
H (4.97906, 3.33108, 2.97433)
H (3.64046, 4.21054, 2.36977)
H (3.94366, 2.45343, 2.08287)
H (3.01049, 3.70198, 4.79707)
H (3.36226, 2.01376, 4.54090)
H (1.53502, 2.00639, 2.75974)
H (1.14479, 3.71065, 3.34720)
H (-0.46236, 2.86532, 6.35385)
H (0.30242, 4.30814, 5.49379)
H (1.29885, 3.06347, 6.45037)
H (0.66904, 0.95796, 6.10909)
H (1.72847, 0.50295, 4.81185)
H (-0.78644, -0.72572, 5.48383)
H (-0.38260, -0.53168, 3.79012)
H (-2.25094, 1.26595, 5.30585)
H (-2.33672, 0.72651, 3.67520)
H (-1.26848, 3.20366, 4.18956)
H (-0.81783, 2.36916, 2.77979)
C (5.93964, 0.04231, -1.77096)
C (5.61866, -1.28728, -2.36304)
C (4.10519, -1.38379, -2.80853)
N (3.66413, -2.85063, -3.04877)
C (4.27404, -3.41834, -4.33717)
C (3.82403, -3.65981, -1.70764)
C (2.64603, -4.59940, -1.93253)
C (1.57361, -3.53376, -2.09123)
C (2.09103, -2.80525, -3.27546)
H (5.10168, 0.43758, -1.19678)
H (6.13769, 0.71574, -2.60485)
H (6.85914, 0.10576, -1.18908)
H (5.79427, -2.06990, -1.62495)
H (6.31246, -1.53238, -3.16720)
H (3.95989, -0.67044, -3.61979)
H (3.52838, -0.94068, -1.99672)
H (4.13439, -4.46672, -4.60076)
H (5.33272, -3.18925, -4.21547)
H (3.82003, -2.84274, -5.14381)
H (4.85998, -3.99292, -1.64495)
H (3.68337, -2.99962, -0.85179)
H (2.81263, -5.34636, -2.70867)
H (2.43681, -5.22695, -1.06621)
H (0.56793, -3.94382, -2.18393)
H (1.57115, -2.84080, -1.24987)
H (1.88397, -3.26164, -4.24342)
H (1.78596, -1.76478, -3.38707)
C (-5.09209, 0.35464, 2.11771)
F (-5.91295, 0.31535, 1.09799)
F (-3.93584, 0.08498, 1.65450)
F (-5.14604, 1.60516, 2.56486)
S (-5.76711, -0.81921, 3.56197)
O (-6.77444, -0.10949, 4.26965)
O (-6.32245, -1.90487, 2.81904)
N (-4.32612, -1.22416, 4.41538)
S (-4.80365, -1.65462, 5.75959)
O (-5.05106, -0.55863, 6.66969)
O (-5.90142, -2.66438, 5.82111)
C (-3.28516, -2.62628, 6.46562)
F (-3.64567, -3.23008, 7.61464)
F (-2.94779, -3.55112, 5.62290)
F (-2.31896, -1.78182, 6.91453)
C (-1.97377, -7.19687, -0.84566)
F (-1.84878, -8.49795, -0.97645)
F (-3.21014, -6.92995, -0.48957)
F (-1.13804, -6.74035, 0.15983)
S (-1.60257, -6.40680, -2.60575)
O (-0.11808, -6.42737, -2.65453)
O (-2.20365, -7.28607, -3.61381)
N (-2.18265, -4.75396, -2.49442)
S (-2.01324, -4.30480, -3.99731)
O (-0.67376, -4.44733, -4.64963)
O (-3.24654, -4.59988, -4.80988)
C (-2.26739, -2.33182, -3.77680)
F (-2.00286, -1.71602, -4.96827)
F (-3.48113, -2.13723, -3.35797)
F (-1.41338, -1.81716, -2.87553)

***

No. 2
Computed, not measured: C11H24ClFeI2N2P2 as an isolated structure in a non-equilibrium geometry, with wB97M-V/def2-TZVPD.

Output
ΔE to the lowest compared entry with this formula, charge and spin	43.9	kcal/mol
spin multiplicity	6
energy	-96450.435	eV
highest occupied orbital energy (alpha / beta)	-13.5643 / -13.5386	eV
charge	+2

Atoms and positions in Å:
I (0.02067, 1.54800, 0.82275)
I (0.18189, -1.47614, 0.91298)
Fe (0.00458, -0.01643, -1.40048)
P (-2.26940, -0.04322, -0.84887)
C (-3.07400, 0.12370, 0.78226)
C (-2.98682, 1.29432, -1.83557)
H (-4.04859, 1.07400, -1.99933)
H (-4.04047, -1.44905, -1.63603)
H (-2.46932, 1.36391, -2.79906)
H (-2.51005, -1.76784, -2.51969)
H (-2.95686, 1.13687, 1.18006)
H (-2.87855, 2.24763, -1.30518)
C (-2.95480, -1.57278, -1.53746)
H (-4.14778, -0.09348, 0.68968)
H (-2.73198, -2.41669, -0.87477)
H (-2.65355, -0.56098, 1.52620)
P (2.32766, 0.03932, -0.93327)
C (3.20423, 0.08605, 0.67240)
C (3.01014, -1.39915, -1.80031)
H (2.38034, 1.60946, -2.77101)
H (3.99441, 1.35208, -2.02639)
H (2.77460, 2.39350, -1.21282)
C (2.92663, 1.49803, -1.82644)
H (2.51640, -1.51832, -2.77306)
H (4.08471, -1.22702, -1.94089)
H (4.24510, -0.21536, 0.49188)
H (2.76747, -0.61348, 1.39721)
H (2.84692, -2.30495, -1.20226)
H (3.18787, 1.08500, 1.12210)
Cl (-0.03426, -0.16307, -3.56395)
N (-1.46558, -1.73434, 3.94478)
C (-0.63634, -0.81073, 4.49844)
C (-0.65970, -0.59896, 5.89978)
C (0.13956, 0.40713, 6.42649)
C (0.91931, 1.17648, 5.54685)
C (0.88880, 0.87215, 4.18886)
N (0.14591, -0.10850, 3.67350)
H (-1.28967, -2.01246, 2.97750)
H (-1.93566, -2.39199, 4.54866)
H (-1.31120, -1.24204, 6.49675)
H (0.15241, 0.60594, 7.49291)
H (1.55412, 2.00111, 5.88155)
H (1.45035, 1.45489, 3.46184)